# 1
This record from OMol25 describes C35H52DyP4S as an isolated structure at a distorted geometry. The level of theory is ωB97M-V with the def2-TZVPD basis set.

The spin multiplicity is 6. Its energy above the lowest of the compared OMol25 structures with the same formula, charge and spin is 247.3 kJ/mol. The electronic energy comes out at -109185.2147 eV. The calculation puts the HOMO energy (spin up / spin down) at -15.205 / -15.205 eV. The net charge is +3. The gap between HOMO and LUMO (spin up / spin down) is 3.86 / 4.09 eV. Its max |F| is 5.5 eV/A.

Element x y z (Å)
Dy1 0.134 0.571 -1.256
P1 -2.148 1.538 0.253
P2 -0.958 -1.549 -2.502
P3 -0.525 2.531 -3.197
H1 3.191 0.544 3.512
C1 3.278 1.147 2.595
C2 2.597 2.283 2.424
H2 1.716 2.567 3.021
C3 -2.756 1.253 1.957
C4 -3.645 1.089 -0.726
C5 -2.111 3.371 0.238
C6 0.400 -2.395 -3.394
C7 -1.829 -2.919 -1.685
C8 -2.140 -1.079 -3.812
C9 -0.059 4.279 -2.836
C10 -2.254 2.758 -3.788
C11 0.426 2.299 -4.750
H3 3.965 0.757 1.827
H4 2.832 2.956 1.608
H5 -1.953 1.453 2.679
H6 -3.067 0.207 2.074
H7 -3.613 1.912 2.167
H8 -3.728 -0.010 -0.753
H9 -3.568 1.461 -1.757
H10 -4.542 1.506 -0.243
H11 -1.223 3.688 0.809
H12 -3.016 3.753 0.732
H13 -2.037 3.770 -0.784
H14 -0.015 -3.235 -3.963
H15 1.144 -2.766 -2.673
H16 0.919 -1.702 -4.073
H17 -1.901 -3.779 -2.363
H18 -2.836 -2.586 -1.406
H19 -1.306 -3.220 -0.769
H20 -2.468 -1.981 -4.339
H21 -1.698 -0.373 -4.527
H22 -3.017 -0.598 -3.357
H23 0.270 4.794 -3.747
H24 0.762 4.312 -2.112
H25 -0.909 4.825 -2.412
H26 -2.278 3.381 -4.690
H27 -2.882 3.234 -3.026
H28 -2.707 1.790 -4.028
H29 0.415 3.251 -5.298
H30 -0.053 1.522 -5.354
H31 1.475 2.008 -4.582
C12 3.879 1.981 -1.937
C13 4.560 1.526 -3.090
C14 5.704 2.185 -3.511
C15 6.215 3.247 -2.754
C16 5.613 3.606 -1.538
C17 4.470 2.946 -1.095
S1 2.262 1.480 -1.736
H32 1.793 -0.306 -1.428
H33 4.110 0.699 -3.658
H34 6.178 1.866 -4.441
H35 7.071 3.809 -3.130
H36 6.048 4.423 -0.946
H37 3.987 3.182 -0.153
C18 -3.859 -4.671 2.109
C19 -4.132 -3.441 1.511
C20 -3.126 -2.485 1.380
C21 -1.822 -2.761 1.851
C22 -1.550 -4.010 2.433
C23 -2.570 -4.956 2.565
P4 -0.566 -1.392 1.807
C24 -0.744 -0.806 3.549
C25 0.108 0.237 3.977
C26 -0.139 0.891 5.187
C27 -1.213 0.500 5.997
C28 -2.032 -0.558 5.608
C29 -1.789 -1.219 4.402
C30 0.989 -2.348 1.839
C31 1.869 -2.366 2.931
C32 3.093 -3.044 2.837
C33 3.433 -3.724 1.663
C34 2.549 -3.721 0.572
C35 1.345 -3.032 0.656
H38 -4.650 -5.409 2.210
H39 -5.133 -3.211 1.147
H40 -3.340 -1.521 0.908
H41 -0.545 -4.233 2.801
H42 -2.351 -5.914 3.032
H43 0.955 0.538 3.353
H44 0.504 1.717 5.506
H45 -1.407 1.025 6.936
H46 -2.873 -0.864 6.231
H47 -2.429 -2.054 4.119
H48 1.613 -1.862 3.864
H49 3.782 -3.037 3.688
H50 4.385 -4.255 1.591
H51 2.805 -4.261 -0.343
H52 0.669 -3.015 -0.198

---

# 2
This record from OMol25 describes a 3-piece molecular cluster, C35H52F9N3O4S overall at a distorted geometry. The level of theory is ωB97M-V with the def2-TZVPD basis set.

The spin multiplicity is 3. The electronic energy comes out at -85084.3955 eV. The calculation puts the HOMO energy (spin up / spin down) at -8.697 / -9.148 eV. The net charge is 0. The gap between HOMO and LUMO (spin up / spin down) is 7.96 / 8.41 eV. Its max |F| is 3.7 eV/A.

Element x y z (Å)
C1 -0.279 -9.152 -3.711
C2 0.059 -7.643 -3.888
C3 -0.846 -6.680 -4.498
C4 -0.534 -5.276 -4.697
C5 0.761 -4.784 -4.259
C6 1.671 -5.751 -3.606
C7 1.351 -7.151 -3.415
C8 3.052 -5.201 -3.096
O1 4.004 -5.929 -2.945
C9 3.080 -3.687 -2.760
C10 4.071 -3.179 -1.639
C11 3.221 -3.218 -0.284
C12 3.830 -2.337 0.879
C13 2.612 -1.910 1.844
C14 2.172 -0.427 1.601
F1 1.851 -0.176 0.275
F2 3.345 0.325 1.804
C15 1.133 0.168 2.628
F3 1.750 0.162 3.863
F4 0.932 1.486 2.325
S1 -0.509 -0.703 2.826
F5 0.112 -1.926 3.691
F6 -0.728 0.119 4.240
F7 -1.257 0.556 2.072
F8 -0.406 -1.485 1.422
F9 -1.976 -1.362 3.043
C16 2.271 -2.768 -3.345
N1 2.289 -1.335 -3.007
C17 1.253 -3.334 -4.430
O2 0.846 -2.655 -5.346
H1 -1.270 -9.350 -4.188
H2 -0.204 -9.510 -2.656
H3 0.485 -9.723 -4.308
H4 -1.838 -7.070 -4.837
H5 -1.270 -4.593 -5.169
H6 2.093 -7.828 -2.935
H7 4.961 -3.854 -1.610
H8 4.450 -2.146 -1.855
H9 2.984 -4.270 0.031
H10 2.231 -2.746 -0.556
H11 4.417 -1.463 0.515
H12 4.477 -3.020 1.494
H13 2.993 -2.040 2.890
H14 1.792 -2.647 1.641
H15 3.270 -1.047 -3.118
H16 1.803 -0.865 -3.786
C18 -3.660 0.235 -5.195
C19 -4.214 -0.588 -3.996
C20 -4.810 0.336 -2.910
C21 -3.797 0.973 -1.967
C22 -2.847 -0.081 -1.412
C23 -2.157 -0.879 -2.525
N2 -3.135 -1.482 -3.483
O3 -3.713 -2.510 -2.875
C24 -1.167 0.054 -3.256
C25 -1.244 -1.940 -1.884
C26 -5.408 -1.353 -4.605
H17 -2.577 0.203 -5.287
H18 -4.018 -0.157 -6.150
H19 -3.957 1.285 -5.141
H20 -5.508 -0.243 -2.293
H21 -5.410 1.123 -3.376
H22 -3.247 1.766 -2.482
H23 -4.324 1.459 -1.141
H24 -2.100 0.406 -0.777
H25 -3.406 -0.754 -0.753
H26 -0.680 -0.465 -4.086
H27 -0.380 0.388 -2.575
H28 -1.623 0.966 -3.640
H29 -1.787 -2.611 -1.216
H30 -0.462 -1.474 -1.280
H31 -0.747 -2.542 -2.650
H32 -5.075 -2.085 -5.346
H33 -6.085 -0.657 -5.106
H34 -5.997 -1.877 -3.851
C27 -1.350 5.699 4.451
C28 -0.285 6.535 5.218
C29 0.472 7.487 4.265
C30 1.596 6.846 3.460
C31 2.515 6.044 4.372
C32 1.747 5.001 5.194
N3 0.615 5.606 5.963
O4 1.133 6.274 6.985
C33 1.247 3.900 4.235
C34 2.732 4.260 6.117
C35 -1.131 7.440 6.138
H35 -1.117 4.638 4.391
H36 -2.320 5.727 4.953
H37 -1.498 6.063 3.432
H38 0.916 8.300 4.851
H39 -0.231 7.966 3.578
H40 1.184 6.217 2.666
H41 2.174 7.627 2.958
H42 3.286 5.555 3.769
H43 3.048 6.733 5.037
H44 0.656 3.151 4.769
H45 2.089 3.379 3.774
H46 0.650 4.279 3.407
H47 3.277 4.934 6.779
H48 3.483 3.728 5.528
H49 2.212 3.520 6.731
H50 -1.659 6.855 6.895
H51 -1.880 7.977 5.552
H52 -0.531 8.195 6.649

---

# 3
This record from OMol25 describes C35H52KN3O3 as an isolated structure at a distorted geometry. The level of theory is ωB97M-V with the def2-TZVPD basis set.

Its energy above the lowest of the compared OMol25 structures with the same formula, charge and spin is 49.4 kJ/mol. The electronic energy comes out at -64079.2104 eV. The calculation puts the HOMO energy at -0.849 eV. The net charge is -2. The gap between HOMO and LUMO is 5.04 eV. Its max |F| is 1.4 eV/A.

Element x y z (Å)
K1 0.615 0.131 -1.040
C1 1.014 1.341 -5.469
C2 0.697 0.394 -4.319
O1 1.390 0.533 -3.277
C3 -0.340 -0.532 -4.533
C4 -0.773 -1.590 -3.629
C5 -1.991 -2.372 -4.062
N1 -0.169 -1.859 -2.513
N2 -0.702 -2.987 -1.838
C6 -0.675 -2.870 -0.546
O2 -0.348 -1.866 0.190
C7 -1.148 -4.104 0.211
C8 -1.405 -4.009 1.573
C9 -1.786 -5.133 2.309
C10 -1.909 -6.368 1.686
C11 -1.660 -6.465 0.318
C12 -1.285 -5.343 -0.411
H1 1.399 2.275 -5.056
H2 0.138 1.546 -6.091
H3 1.792 0.905 -6.105
H4 -0.894 -0.434 -5.458
H5 -2.406 -1.937 -4.973
H6 -2.754 -2.375 -3.283
H7 -1.737 -3.421 -4.234
H8 -1.298 -3.033 2.034
H9 -1.980 -5.036 3.372
H10 -2.192 -7.245 2.256
H11 -1.747 -7.422 -0.184
H12 -1.089 -5.394 -1.475
C13 -1.087 1.753 1.486
C14 -1.776 2.211 0.327
C15 -0.875 3.098 -0.364
C16 0.337 3.111 0.386
C17 0.202 2.304 1.530
C18 1.225 2.110 2.636
C19 1.090 0.716 3.260
C20 1.004 3.152 3.744
C21 2.653 2.273 2.105
C22 -1.012 3.938 -1.647
C23 -2.278 4.803 -1.631
C24 -0.953 3.102 -2.937
C25 0.164 4.920 -1.755
C26 -3.225 1.751 0.081
C27 -3.582 1.525 -1.392
C28 -3.463 0.397 0.772
C29 -4.239 2.734 0.692
H13 -1.477 1.039 2.196
H14 1.236 3.644 0.110
H15 0.102 0.582 3.710
H16 1.842 0.576 4.049
H17 1.219 -0.070 2.511
H18 -0.008 3.061 4.148
H19 1.111 4.161 3.334
H20 1.727 3.025 4.564
H21 2.872 1.556 1.308
H22 3.376 2.121 2.919
H23 2.808 3.280 1.705
H24 -3.193 4.214 -1.626
H25 -2.304 5.450 -2.518
H26 -2.292 5.433 -0.736
H27 -1.736 2.353 -3.006
H28 0.004 2.577 -2.992
H29 -1.027 3.750 -3.822
H30 0.224 5.571 -0.878
H31 0.029 5.539 -2.649
H32 1.117 4.393 -1.854
H33 -2.893 0.815 -1.861
H34 -3.566 2.436 -1.984
H35 -4.594 1.108 -1.458
H36 -2.707 -0.340 0.484
H37 -4.454 0.017 0.495
H38 -3.437 0.491 1.862
H39 -4.178 3.720 0.228
H40 -4.031 2.856 1.759
H41 -5.266 2.360 0.575
O3 2.813 -0.541 -0.106
C30 3.073 -1.557 0.536
C31 4.480 -2.107 0.613
C32 5.122 -1.942 2.015
C33 4.127 -1.868 3.175
C34 3.207 -3.079 3.306
C35 2.446 -3.410 2.013
N3 2.127 -2.245 1.216
H42 5.056 -1.584 -0.146
H43 4.457 -3.164 0.342
H44 5.721 -1.029 2.021
H45 5.821 -2.767 2.186
H46 3.506 -0.975 3.054
H47 4.671 -1.720 4.111
H48 2.493 -2.893 4.113
H49 3.785 -3.963 3.601
H50 1.497 -3.891 2.249
H51 3.009 -4.143 1.428
H52 1.140 -2.065 0.954

---

# 4
This record from OMol25 describes C35H52OP3SbTl as an isolated structure at a distorted geometry. The level of theory is ωB97M-V with the def2-TZVPD basis set.

Its energy above the lowest of the compared OMol25 structures with the same formula, charge and spin is 39.4 kJ/mol. The electronic energy comes out at -78256.1782 eV. The calculation puts the HOMO energy (spin up / spin down) at -15.184 / -15.540 eV. The net charge is +3. The gap between HOMO and LUMO (spin up / spin down) is 5.73 / 5.86 eV. Its max |F| is 2.9 eV/A.

Element x y z (Å)
Tl1 0.281 -0.435 -2.951
P1 0.806 -3.733 -1.719
P2 2.605 0.168 0.459
P3 -2.204 0.219 -1.625
H1 2.242 4.084 -1.245
C1 1.156 4.139 -1.114
C2 0.603 4.640 0.002
H2 1.221 5.037 0.819
C3 1.460 -4.028 -3.367
C4 1.670 -4.792 -0.562
C5 -0.967 -3.999 -1.674
C6 3.241 1.778 1.069
C7 3.730 -0.992 1.340
C8 3.332 0.147 -1.224
C9 -2.284 1.704 -0.556
C10 -3.322 -0.990 -0.826
C11 -3.218 0.767 -3.044
H3 0.540 3.784 -1.952
H4 -0.482 4.744 0.118
H5 1.590 -5.110 -3.516
H6 2.438 -3.534 -3.464
H7 0.781 -3.631 -4.135
H8 2.060 -5.671 -1.097
H9 1.004 -5.124 0.247
H10 2.515 -4.243 -0.122
H11 -1.202 -4.983 -2.109
H12 -1.486 -3.222 -2.258
H13 -1.348 -3.968 -0.642
H14 4.246 1.936 0.653
H15 3.302 1.771 2.165
H16 2.582 2.596 0.746
H17 4.760 -0.853 0.978
H18 3.412 -2.025 1.135
H19 3.690 -0.830 2.425
H20 4.403 0.389 -1.167
H21 2.829 0.893 -1.860
H22 3.215 -0.847 -1.679
H23 -3.145 2.319 -0.855
H24 -1.366 2.297 -0.687
H25 -2.380 1.432 0.504
H26 -4.262 -1.050 -1.391
H27 -3.529 -0.717 0.215
H28 -2.850 -1.981 -0.823
H29 -3.934 1.528 -2.705
H30 -3.760 -0.094 -3.457
H31 -2.562 1.193 -3.818
C12 -0.239 1.627 -5.613
C13 0.484 0.743 -6.478
C14 0.519 0.977 -7.843
C15 -0.118 2.096 -8.398
C16 -0.766 3.014 -7.557
C17 -0.819 2.803 -6.190
O1 -0.402 1.383 -4.350
H32 1.075 -2.373 -1.398
H33 0.975 -0.120 -6.025
H34 1.054 0.277 -8.487
H35 -0.101 2.255 -9.477
H36 -1.234 3.907 -7.974
H37 -1.315 3.497 -5.511
C18 -1.828 3.871 4.910
C19 -1.531 4.097 3.558
C20 -0.976 3.074 2.777
C21 -0.741 1.818 3.340
C22 -1.029 1.590 4.688
C23 -1.572 2.616 5.476
Sb1 0.082 0.194 2.086
C24 1.335 -0.412 3.776
C25 2.087 0.553 4.456
C26 2.973 0.163 5.468
C27 3.078 -1.186 5.825
C28 2.293 -2.143 5.168
C29 1.415 -1.756 4.150
C30 -1.596 -1.203 2.297
C31 -1.441 -2.525 1.864
C32 -2.519 -3.417 1.942
C33 -3.747 -2.989 2.463
C34 -3.893 -1.673 2.911
C35 -2.817 -0.776 2.824
H38 -2.254 4.670 5.519
H39 -1.729 5.074 3.109
H40 -0.715 3.277 1.735
H41 -0.832 0.621 5.152
H42 -1.791 2.426 6.529
H43 1.982 1.617 4.224
H44 3.572 0.921 5.978
H45 3.766 -1.491 6.616
H46 2.360 -3.196 5.450
H47 0.793 -2.509 3.660
H48 -0.483 -2.875 1.468
H49 -2.396 -4.451 1.608
H50 -4.585 -3.687 2.523
H51 -4.842 -1.337 3.337
H52 -2.944 0.248 3.184

---

# 5
This record from OMol25 describes C35H52OP4Pr as an isolated structure at a distorted geometry. The level of theory is ωB97M-V with the def2-TZVPD basis set.

The spin multiplicity is 3. The electronic energy comes out at -90380.9397 eV. The calculation puts the HOMO energy (spin up / spin down) at -14.134 / -14.083 eV. The net charge is +3. The gap between HOMO and LUMO (spin up / spin down) is 2.40 / 2.41 eV. Its max |F| is 6.2 eV/A.

Element x y z (Å)
Pr1 -2.365 0.363 0.428
P1 -2.316 -2.517 -0.417
P2 1.351 -2.502 1.249
P3 2.110 -2.704 -2.844
H1 -2.118 3.012 -1.044
C1 -2.201 1.947 -1.311
C2 -3.424 1.286 -1.451
H2 -4.351 1.694 -1.050
C3 -4.126 -2.397 0.010
C4 -1.828 -3.984 0.573
C5 -2.444 -3.253 -2.097
C6 2.987 -1.639 1.081
C7 0.742 -1.762 2.812
C8 1.998 -4.098 1.867
C9 1.017 -2.999 -4.245
C10 1.874 -4.135 -1.762
C11 3.805 -2.629 -3.433
H3 -1.252 1.630 -1.796
H4 -3.615 0.428 -2.103
H5 -4.557 -1.435 -0.334
H6 -4.292 -2.496 1.097
H7 -4.631 -3.220 -0.520
H8 -1.559 -3.666 1.592
H9 -0.958 -4.485 0.121
H10 -2.663 -4.704 0.634
H11 -2.574 -2.452 -2.842
H12 -3.312 -3.931 -2.140
H13 -1.534 -3.820 -2.341
H14 3.795 -2.380 1.215
H15 3.084 -0.841 1.834
H16 3.055 -1.183 0.076
H17 1.143 -2.316 3.672
H18 -0.360 -1.815 2.824
H19 1.032 -0.705 2.908
H20 3.051 -4.221 1.596
H21 1.425 -4.915 1.422
H22 1.878 -4.168 2.951
H23 1.143 -4.020 -4.615
H24 1.155 -2.289 -5.064
H25 -0.012 -2.904 -3.885
H26 1.906 -5.053 -2.374
H27 0.889 -4.034 -1.272
H28 2.648 -4.170 -0.986
H29 3.851 -3.074 -4.428
H30 4.472 -3.173 -2.747
H31 4.146 -1.587 -3.494
C12 1.903 0.537 -3.109
C13 2.966 1.356 -3.561
C14 2.907 1.889 -4.865
C15 1.791 1.646 -5.681
C16 0.733 0.866 -5.196
C17 0.742 0.382 -3.889
O1 2.033 -0.181 -1.902
H32 1.890 -1.127 -2.124
H33 3.793 1.537 -2.853
H34 3.722 2.512 -5.243
H35 1.729 2.059 -6.692
H36 -0.167 0.640 -5.764
H37 -0.095 -0.142 -3.425
C18 -0.274 6.848 1.210
C19 0.239 5.994 0.222
C20 0.124 4.612 0.358
C21 -0.558 4.083 1.481
C22 -1.160 4.940 2.422
C23 -0.980 6.321 2.296
P4 -0.545 2.303 1.710
C24 0.772 1.927 2.873
C25 2.035 1.633 2.316
C26 3.128 1.434 3.154
C27 2.972 1.530 4.542
C28 1.708 1.790 5.094
C29 0.604 1.987 4.263
C30 -2.165 1.948 2.513
C31 -2.293 0.705 3.204
C32 -3.482 -0.038 3.069
C33 -4.558 0.443 2.297
C34 -4.488 1.717 1.715
C35 -3.297 2.451 1.786
H38 -0.123 7.922 1.137
H39 0.739 6.397 -0.661
H40 0.545 3.934 -0.392
H41 -1.762 4.532 3.234
H42 -1.403 6.982 3.057
H43 2.151 1.585 1.231
H44 4.111 1.219 2.720
H45 3.839 1.399 5.196
H46 1.586 1.857 6.173
H47 -0.372 2.206 4.692
H48 -1.443 0.271 3.749
H49 -3.587 -0.985 3.605
H50 -5.489 -0.129 2.232
H51 -5.343 2.114 1.169
H52 -3.244 3.414 1.272